Record 1
The following is a quantum chemistry calculation of C31H36N2O2P2S2Ta as an isolated structure in a non-equilibrium geometry, from OMol25.

Computed properties:
Max |F| (eV Å⁻¹): 1.57
Net charge: +1
HOMO-LUMO gap (eV): 7.206
Calculated total energy (Eh): -2998.8979
ΔE to the lowest compared entry with this formula, charge and spin (kJ/mol): 82.3
HOMO (eV): -10.645

Structure (XYZ):
```
76
Properties=species:S:1:pos:R:3:forces:R:3:lowdin_charge:R:1
Ta -0.51345 -0.81286 -0.14290 0.268 0.301 0.873 1.25
C -1.06493 1.62492 3.19412 -0.013 -0.159 0.103 -0.21
P -0.74100 1.61437 1.40742 0.142 -0.169 -0.513 0.85
C -2.03699 2.70782 0.77408 -0.196 0.096 0.174 -0.25
C 0.78638 2.59826 1.21139 -0.016 0.230 0.191 -0.39
C 0.82001 3.98040 1.39689 0.033 0.047 -0.071 -0.07
C 1.99408 4.69135 1.17391 -0.005 -0.026 -0.006 -0.05
C 3.14521 4.02479 0.76418 -0.008 -0.055 -0.017 -0.05
C 3.12912 2.64229 0.60600 0.070 0.060 -0.024 -0.06
C 1.95371 1.93076 0.83903 0.186 0.034 0.019 -0.39
P 1.85331 0.12642 0.81478 -0.433 -0.088 -0.067 0.86
C 3.36059 -0.48675 0.05084 0.153 0.042 -0.149 -0.22
C 2.03439 -0.32010 2.57235 0.042 -0.111 0.043 -0.21
H -1.13086 2.66245 3.51732 -0.008 0.042 0.107 0.06
H -0.26437 1.12688 3.74278 -0.096 0.081 -0.033 0.04
H -2.00964 1.11740 3.40597 0.103 0.084 -0.042 0.04
H -1.89929 3.71533 1.16256 -0.088 0.010 0.045 0.05
H -2.99956 2.32635 1.12063 -0.006 0.035 -0.057 0.05
H -2.04270 2.73202 -0.31181 0.036 0.056 -0.026 0.02
H -0.07268 4.52282 1.69380 0.124 -0.067 -0.010 0.10
H 2.00770 5.76953 1.31306 -0.003 -0.192 -0.034 0.12
H 4.05945 4.58154 0.57517 -0.154 -0.097 0.031 0.12
H 4.03712 2.12654 0.29668 -0.197 0.094 0.074 0.11
H 3.50705 -0.02486 -0.93005 -0.006 -0.059 0.156 0.04
H 3.26146 -1.56233 -0.09355 0.026 -0.003 0.050 0.06
H 4.21047 -0.28911 0.70330 0.078 0.013 -0.023 0.06
H 2.70151 0.38910 3.05645 0.078 0.011 0.094 0.06
H 2.45222 -1.32657 2.64816 -0.030 0.072 -0.031 0.06
H 1.06817 -0.33666 3.07737 0.107 0.007 -0.071 0.02
S -2.63768 0.07570 -1.02064 -0.256 -0.157 -0.147 0.64
C -3.39913 -0.45432 0.46758 0.337 -0.013 0.067 -0.73
C -4.76269 -0.42991 0.71175 -0.237 0.000 0.104 -0.07
C -5.20390 -0.82630 1.96219 -0.165 0.030 -0.104 -0.04
C -4.29113 -1.24087 2.92711 -0.029 -0.018 0.128 -0.04
C -2.95216 -1.26310 2.60637 0.203 0.054 -0.380 -0.11
N -2.51325 -0.87012 1.39083 0.152 -0.152 -0.251 -0.08
H -5.44580 -0.11186 -0.06456 0.012 -0.002 0.052 0.12
H -6.26482 -0.81955 2.18705 0.078 0.011 -0.024 0.12
H -4.61395 -1.55432 3.91377 0.027 0.035 -0.141 0.12
H -2.19840 -1.61127 3.30593 -0.121 0.117 -0.128 0.10
O -0.46625 -2.86497 3.18402 0.132 0.224 0.795 0.13
C -0.27402 -3.01522 2.02157 0.301 0.478 -1.338 -0.49
O 0.14813 -1.95457 1.22266 -0.185 -1.077 1.134 -0.39
C -0.38114 -4.27864 1.27962 0.067 0.153 -0.219 -0.16
C -0.13806 -5.45554 1.98503 -0.010 -0.077 0.159 -0.01
C -0.17088 -6.67745 1.33941 0.017 -0.065 0.070 -0.06
C -0.46963 -6.71730 -0.01720 -0.017 -0.090 -0.127 -0.06
C -0.74042 -5.55127 -0.71837 -0.016 -0.094 -0.109 -0.11
C -0.69470 -4.31122 -0.08437 -0.058 0.062 -0.198 -0.52
S -1.22271 -2.93270 -1.09826 -0.056 0.060 0.273 0.67
H 0.08333 -5.38714 3.04808 -0.033 -0.003 -0.211 0.13
H 0.03329 -7.59267 1.88685 -0.032 0.143 -0.087 0.11
H -0.50172 -7.67110 -0.53854 0.002 0.168 0.085 0.12
H -1.00362 -5.59491 -1.77197 0.044 -0.010 0.159 0.10
C 0.27361 3.60519 -3.93985 -0.010 -0.118 0.136 -0.09
N -0.46456 2.72697 -3.03316 -0.091 0.025 -0.139 -0.24
C -1.31462 1.79025 -3.75919 0.254 -0.030 -0.114 -0.09
C 0.32475 2.11918 -1.97172 0.058 -0.124 -0.371 -0.20
C 1.15418 0.89842 -2.34551 0.204 -0.230 -0.010 -0.26
C 2.26311 1.04821 -3.17950 0.131 -0.064 -0.137 -0.04
C 3.00233 -0.05374 -3.61467 -0.117 0.082 0.054 -0.07
C 2.63727 -1.33461 -3.20808 0.093 0.071 -0.108 -0.09
C 1.56573 -1.49661 -2.34142 -0.077 0.513 -0.110 -0.17
C 0.81212 -0.38927 -1.87609 -0.361 -0.382 0.043 -0.32
H -0.43411 4.20521 -4.51482 -0.022 -0.043 0.060 0.09
H 0.90621 3.06892 -4.66569 -0.060 -0.011 0.096 0.08
H 0.90616 4.29139 -3.36743 -0.078 -0.106 -0.028 0.09
H -1.99064 2.34240 -4.41301 0.041 0.049 0.028 0.09
H -1.92784 1.21528 -3.06651 0.087 0.078 -0.082 -0.01
H -0.74407 1.08005 -4.38540 -0.066 0.111 0.113 0.10
H -0.36421 1.81002 -1.17673 -0.084 0.015 -0.039 0.02
H 0.95428 2.90180 -1.55238 0.125 0.074 0.028 0.12
H 2.55843 2.04758 -3.49378 -0.035 -0.179 0.010 0.11
H 3.85385 0.08892 -4.27577 -0.144 -0.004 0.112 0.11
H 3.19007 -2.20779 -3.55728 -0.129 0.253 0.072 0.11
H 1.31281 -2.49929 -2.02789 -0.064 -0.045 0.038 0.06
```
Positions in Å, forces in eV/Å.

Record 2
The following is a quantum chemistry calculation of C31H36N3O8P3RuS2 as an isolated structure, from OMol25.

Computed properties:
Max |F| (eV Å⁻¹): 0.80
Net charge: +1
Multiplicity: 6
HOMO-LUMO gap (alpha / beta) (eV): 8.210 / 6.216
Calculated total energy (Eh): -3884.3450
<S²>: 8.78
ΔE to the lowest compared entry with this formula, charge and spin (kJ/mol): 13.1
HOMO (alpha / beta) (eV): -10.114 / -10.328

Structure (XYZ):
```
84
Properties=species:S:1:pos:R:3:forces:R:3:lowdin_charge:R:1
Ru 0.40826 -0.95637 -0.92936 -0.204 0.347 -0.355 1.41
N 0.10376 1.81706 -3.06819 -0.098 -0.064 0.023 -0.11
P 0.14534 1.74458 -1.37019 0.031 -0.078 -0.074 1.03
C -1.21719 2.84283 -0.91985 0.022 -0.030 0.080 -0.35
C -2.41768 2.28625 -0.48504 0.014 0.008 -0.008 -0.08
C -3.50008 3.11032 -0.21135 -0.016 0.005 -0.003 -0.06
C -3.38881 4.48338 -0.37158 0.011 -0.014 -0.001 -0.06
C -2.19238 5.04181 -0.80492 0.006 0.004 -0.003 -0.07
C -1.10667 4.22568 -1.07634 0.021 0.010 0.016 -0.09
C 1.65701 2.64373 -0.91905 0.070 -0.020 -0.073 -0.37
C 1.76877 3.27260 0.32009 -0.021 -0.021 -0.010 -0.10
C 2.97892 3.82014 0.71657 0.013 0.004 0.009 -0.07
C 4.09099 3.73926 -0.11560 -0.025 -0.007 0.000 -0.09
C 3.98765 3.10471 -1.34693 0.016 0.008 -0.012 -0.09
C 2.77619 2.55252 -1.74521 -0.020 -0.003 -0.004 -0.09
C 0.33086 0.72770 -3.88661 0.093 -0.033 0.013 -0.37
C 0.33647 0.88918 -5.27662 -0.010 0.029 -0.029 -0.01
C 0.65595 -0.18863 -6.06710 -0.010 0.027 0.025 -0.05
C 0.98078 -1.40249 -5.46651 0.019 -0.052 0.007 -0.05
C 0.93004 -1.48112 -4.09639 -0.050 0.033 -0.064 -0.13
N 0.58444 -0.44822 -3.31079 -0.102 0.002 0.090 0.02
H -0.13694 2.67739 -3.53727 0.008 0.027 0.025 0.12
H -2.49733 1.21439 -0.35710 -0.003 0.009 0.005 0.06
H -4.43183 2.67746 0.12878 0.005 0.003 0.003 0.11
H -4.23464 5.12309 -0.15661 0.002 0.001 0.000 0.11
H -2.10484 6.11322 -0.92742 -0.003 -0.002 0.002 0.11
H -0.16960 4.66558 -1.39810 -0.006 0.007 -0.001 0.11
H 0.91075 3.32541 0.97896 0.009 0.003 0.005 0.12
H 3.05334 4.31758 1.67488 0.001 0.002 -0.005 0.11
H 5.02958 4.18454 0.18900 -0.002 0.002 -0.001 0.11
H 4.84449 3.05150 -2.00720 -0.003 -0.002 0.008 0.11
H 2.70537 2.05099 -2.70333 0.000 0.003 0.006 0.10
H 0.10563 1.85590 -5.70410 0.002 -0.010 -0.006 0.12
H 0.66767 -0.08621 -7.14408 0.001 0.006 0.001 0.12
H 1.26272 -2.26571 -6.05100 -0.002 0.004 0.005 0.11
H 1.16874 -2.39474 -3.57700 -0.017 -0.013 -0.001 0.08
N 4.31811 0.22062 0.52080 -0.024 -0.058 -0.066 0.19
C 3.86849 -1.20473 0.78923 -0.171 0.038 -0.044 -0.49
C 4.86934 -1.91917 1.67379 -0.004 -0.021 -0.001 -0.07
P 2.13555 -1.03795 1.43938 0.091 -0.069 0.080 0.29
O 2.30487 -0.86247 3.01711 0.044 0.050 -0.011 -0.10
O 1.34087 -2.24750 1.07581 0.018 -0.132 -0.023 -0.35
O 1.67750 0.26073 0.81876 -0.116 -0.025 0.128 -0.39
P 3.69162 -2.00503 -0.88649 0.172 0.203 0.114 0.32
O 4.97792 -1.32032 -1.62497 -0.070 -0.019 0.031 -0.15
O 3.83169 -3.46380 -0.82538 0.036 -0.011 -0.019 -0.28
O 2.49479 -1.28369 -1.47682 0.022 -0.237 -0.163 -0.44
H 4.73445 0.65138 1.34575 -0.006 0.001 0.017 0.17
H 3.47071 0.76090 0.26565 0.013 0.026 -0.004 0.10
H 4.98702 0.23018 -0.25582 0.028 0.031 0.019 0.14
H 4.96406 -1.42742 2.64402 0.004 -0.008 0.003 0.08
H 5.85052 -1.97006 1.19730 0.007 -0.001 0.010 0.09
H 4.53476 -2.94348 1.83021 -0.003 0.003 0.005 0.10
H 2.04817 -1.64550 3.51934 -0.023 -0.006 -0.020 0.10
H 5.61632 -1.99936 -1.87713 0.001 -0.005 0.007 0.09
C -6.19492 1.66427 5.23034 -0.050 0.053 -0.083 -0.05
C -6.95783 0.40664 5.54550 0.073 -0.002 0.235 -0.73
O -8.08212 0.39753 5.95475 0.003 0.029 -0.046 0.03
S -6.07386 -1.17506 5.55744 -0.085 -0.116 -0.089 1.03
C -4.90521 -1.05428 4.23215 -0.037 0.074 0.006 -0.55
C -5.32339 -0.75704 2.93481 0.016 -0.014 0.060 -0.09
C -4.40960 -0.72611 1.89986 0.028 -0.001 -0.041 -0.02
C -3.06288 -1.02425 2.13643 -0.088 -0.025 0.129 -0.25
C -2.65642 -1.34866 3.43323 0.025 0.014 -0.036 -0.02
C -3.56884 -1.35573 4.47304 0.016 0.048 0.010 -0.09
C -2.11895 -1.00997 1.06985 -0.022 0.021 -0.250 -0.11
C -1.34291 -0.98224 0.12255 0.021 -0.020 0.284 -0.18
H -6.91025 2.45774 5.02441 0.019 0.004 -0.002 0.09
H -5.49447 1.55582 4.40826 0.020 -0.059 -0.051 0.06
H -5.62336 1.92527 6.12359 -0.013 -0.015 -0.004 0.10
H -6.37119 -0.56696 2.74036 -0.001 0.010 -0.002 0.12
H -4.73447 -0.49868 0.89270 0.006 -0.005 0.001 0.12
H -1.61648 -1.58587 3.61462 -0.002 0.004 0.010 0.12
H -3.24819 -1.58915 5.47983 0.003 -0.004 -0.006 0.11
C 0.85254 -5.39248 -2.51080 -0.192 0.050 -0.005 -0.22
S 0.69422 -4.09870 -1.27683 0.614 -0.332 0.388 0.84
C -0.16285 -4.98946 0.01056 -0.029 0.015 -0.068 -0.23
O -0.28569 -3.06054 -1.80014 -0.058 0.270 -0.189 -0.63
H 0.00797 -6.07894 -2.51619 -0.036 0.046 0.014 0.06
H 1.78548 -5.91032 -2.28927 -0.040 -0.041 0.008 0.07
H 0.93599 -4.90152 -3.47883 0.047 0.021 0.020 0.05
H 0.54564 -5.69035 0.45291 -0.018 -0.005 -0.017 0.07
H -1.03975 -5.50511 -0.37709 -0.013 0.044 -0.035 0.07
H -0.44068 -4.23449 0.74391 0.019 -0.015 0.020 0.04
```
Positions in Å, forces in eV/Å.

Record 3
The following is a quantum chemistry calculation of C31H36N3Ru as an isolated structure in a non-equilibrium geometry, from OMol25.

Computed properties:
Max |F| (eV Å⁻¹): 2.82
Net charge: +1
Multiplicity: 5
HOMO-LUMO gap (alpha / beta) (eV): 5.542 / 6.495
Calculated total energy (Eh): -1461.6146
<S²>: 6.04
ΔE to the lowest compared entry with this formula, charge and spin (kJ/mol): 0.0
HOMO (alpha / beta) (eV): -8.998 / -11.271

Structure (XYZ):
```
71
Properties=species:S:1:pos:R:3:forces:R:3:lowdin_charge:R:1
C 1.27168 -2.36522 -0.64707 -1.869 -1.006 0.426 -0.22
C 2.09578 -1.47679 -1.37009 0.307 0.885 -2.239 -0.21
C 1.50698 -1.26795 -2.65293 1.043 -0.970 0.580 -0.26
C 0.23464 -1.96639 -2.70014 1.269 -0.801 0.454 -0.37
C 0.04935 -2.54754 -1.37266 1.423 -0.813 -0.213 -0.34
Ru -0.49375 -0.41753 -1.56037 -0.985 2.637 0.056 1.43
C -2.66900 1.14089 -1.61580 0.943 0.187 0.744 -0.29
C -2.08038 0.59349 -0.46373 -1.444 -0.016 0.603 -0.25
H -1.76322 1.25460 0.34433 0.343 0.147 -0.528 0.10
C -1.96381 -0.83147 -0.20856 -0.948 -0.004 0.688 -0.21
H -2.72071 -1.48969 -0.63654 0.167 -0.026 0.214 0.07
H -1.58779 -1.12168 0.77444 -0.328 0.045 -0.110 0.07
C -2.62476 2.62368 -1.86093 0.198 0.199 0.051 -0.03
H -1.95504 3.15547 -1.17400 -0.187 -0.301 -0.070 0.09
H -2.27261 2.83258 -2.88232 -0.103 -0.167 0.228 0.09
H -3.62267 3.07735 -1.77952 0.060 -0.293 0.017 0.11
C -3.41769 0.33694 -2.62045 0.165 -0.329 -0.622 -0.04
H -3.20793 -0.73826 -2.55738 -0.230 0.228 0.048 0.06
H -4.50375 0.49489 -2.53025 0.295 0.013 0.153 0.12
H -3.14594 0.66642 -3.63564 -0.087 -0.043 0.271 0.10
C 3.38153 -0.89886 -0.90668 0.309 0.353 0.079 -0.01
H 3.35694 -0.66615 0.16825 -0.018 0.022 -0.293 0.08
H 4.22608 -1.58420 -1.04512 -0.143 -0.078 -0.060 0.10
H 3.62703 0.01475 -1.46886 -0.106 -0.248 0.253 0.09
C 2.20486 -0.68405 -3.82343 0.259 0.434 -0.347 -0.03
H 2.67170 0.28308 -3.57811 -0.192 -0.259 -0.148 0.09
H 3.00456 -1.35776 -4.17282 -0.242 0.141 0.148 0.11
H 1.51299 -0.53025 -4.65779 0.225 0.054 0.148 0.08
C -0.59432 -2.28720 -3.88788 -0.334 0.146 -0.412 -0.02
H -0.60983 -1.44651 -4.58871 0.028 -0.220 -0.028 0.07
H -0.22001 -3.17047 -4.41835 -0.002 0.111 0.083 0.11
H -1.62810 -2.49341 -3.59012 0.117 -0.052 -0.120 0.08
C -0.98469 -3.55399 -1.04132 -0.348 -0.447 0.223 -0.05
H -1.92334 -3.31930 -1.55403 0.092 -0.241 0.204 0.07
H -0.67794 -4.56675 -1.34157 -0.034 0.228 0.032 0.11
H -1.16098 -3.57145 0.04195 -0.157 -0.050 -0.295 0.09
C 1.64767 -3.15294 0.54812 0.072 0.078 0.471 -0.01
H 0.76920 -3.43328 1.13810 0.128 0.020 -0.053 0.08
H 2.13728 -4.08979 0.24099 -0.046 0.158 0.069 0.11
H 2.34727 -2.61829 1.20229 -0.081 -0.100 -0.134 0.08
C 0.15209 1.30530 -2.57376 -0.195 -0.452 -0.452 -0.29
C 0.81720 2.27371 -1.84455 0.312 0.334 -0.302 -0.12
C -0.13383 1.46709 -3.92871 0.410 0.545 0.063 -0.16
C 1.30134 3.40888 -2.51464 -0.099 -0.085 0.290 -0.07
H 0.94165 2.14107 -0.76322 0.140 0.270 -0.301 0.08
C 0.34520 2.60528 -4.58687 -0.292 -0.193 -0.164 -0.08
H -0.72100 0.70869 -4.45993 0.279 0.331 -0.015 0.09
C 1.06984 3.56989 -3.88232 -0.043 -0.011 0.075 -0.08
H 1.84220 4.16376 -1.94085 -0.138 -0.125 -0.272 0.11
H 0.13860 2.72325 -5.65475 0.123 0.099 0.360 0.11
H 1.42806 4.46318 -4.39765 -0.062 -0.309 0.168 0.11
N -0.21885 0.99081 10.44921 0.091 -0.379 -2.726 0.17
C -0.18144 0.81852 9.29063 -0.034 0.172 2.592 -0.17
C -0.13828 0.61009 7.86664 -0.179 -0.212 -0.456 -0.23
C -1.17519 1.11733 7.07411 0.014 0.476 -0.517 -0.01
C -1.05771 1.11569 5.68174 0.200 -0.481 0.295 0.00
C 0.02892 0.45759 5.09022 0.138 0.336 0.748 -0.20
C 0.97800 -0.22306 5.86510 -0.264 0.427 0.613 0.01
C 0.91676 -0.09005 7.26165 0.014 -0.035 -0.381 0.00
N 0.24484 0.63854 3.70813 -0.039 0.299 -1.070 -0.03
C 0.78813 -0.25300 2.80505 -0.391 0.166 -0.262 -0.05
C 0.82368 0.39795 1.60053 -0.424 -0.057 0.682 -0.17
N 0.31029 1.65996 1.72610 -0.133 0.614 0.863 0.06
C -0.01035 1.80653 3.00735 0.442 -1.612 -0.941 -0.10
H -2.05104 1.59113 7.52058 0.391 -0.114 0.022 0.13
H -1.79975 1.61155 5.04923 0.211 -0.267 0.341 0.12
H 1.79697 -0.77254 5.39750 -0.206 0.315 0.145 0.12
H 1.72104 -0.48606 7.88276 -0.297 0.003 -0.194 0.13
H 0.94174 -1.29367 3.01860 0.246 -0.025 0.309 0.11
H 1.14097 -0.01081 0.65441 0.146 0.074 -0.074 0.06
H -0.45739 2.65648 3.48240 0.083 0.277 -0.009 0.13
```
Positions in Å, forces in eV/Å.